{
  "formula": "C18H28BN2O5Pt",
  "method": "the ωB97M-V functional and the def2-TZVPD basis",
  "s2": 6.02,
  "orbital_gap_ev": [9.47, 6.34],
  "homo_ev": [-17.3, -18.4],
  "largest_force_ha_per_bohr": 0.064,
  "charge": 3,
  "e_above_lowest_ev": 0.082,
  "spin_multiplicity": 5,
  "elements": ["Pt", "C", "N", "C", "C", "O", "C", "O", "C", "C", "O", "N", "C", "C", "H", "H", "H", "H", "H", "H", "H", "H", "H", "H", "H", "H", "H", "H", "H", "H", "C", "C", "C", "C", "C", "C", "C", "C", "O", "B", "O", "C", "C", "H", "H", "H", "H", "H", "H", "H", "H", "H", "H", "H", "H"],
  "coordinates": [[1.62299, 0.36941, 0.55126], [6.23854, -2.18127, -0.58121], [4.99192, -2.03468, 0.18869], [4.72409, -3.09171, 1.18559], [4.20452, -1.01519, 0.10874], [3.17716, -0.92422, 0.90711], [4.47866, 0.10387, -0.78155], [3.24440, 0.69700, -1.15025], [3.28922, 2.03447, -1.44094], [2.93601, 2.89826, -0.13911], [2.39988, 2.24459, 0.83652], [3.04753, 4.17969, -0.09076], [2.84465, 4.86321, 1.22717], [3.66727, 4.91451, -1.17430], [7.05399, -2.45432, 0.05324], [6.08632, -3.00430, -1.31194], [6.40210, -1.20906, -1.02312], [5.53719, -3.78669, 1.03636], [4.80302, -2.66760, 2.18247], [3.86851, -3.65794, 0.99162], [5.01301, 0.81023, -0.12679], [5.13164, -0.06105, -1.62112], [4.31223, 2.23312, -1.76008], [2.64962, 2.23440, -2.29353], [2.86946, 4.18480, 2.08905], [3.64523, 5.61046, 1.30418], [1.88272, 5.38373, 1.20742], [3.28063, 5.97048, -1.06388], [4.73629, 4.79259, -1.07427], [3.32422, 4.73482, -2.18036], [-6.93457, -2.47700, 0.95015], [-5.99598, -1.88708, -0.19323], [-5.82763, -2.86664, -1.39760], [-6.54531, -0.48822, -0.73843], [-4.75013, -1.25854, 0.26640], [-4.67503, -0.48509, 1.54285], [-3.57676, 0.13118, 1.99938], [-2.48791, -0.01436, 1.14362], [-1.21774, 0.36497, 1.43109], [-0.50215, 0.05410, 0.35481], [-1.12476, -0.82436, -0.46057], [-2.46463, -0.75978, -0.05318], [-3.53307, -1.50396, -0.45995], [-7.82178, -2.77965, 0.44244], [-7.30025, -1.80645, 1.70581], [-6.35517, -3.25226, 1.42314], [-6.76871, -3.33582, -1.52998], [-5.28750, -3.68923, -0.99268], [-5.56951, -2.56600, -2.41195], [-7.46319, -0.80675, -1.25908], [-5.83321, -0.12695, -1.47145], [-6.82354, 0.30688, -0.11765], [-5.65064, -0.46619, 2.06610], [-3.41574, 0.76868, 2.85399], [-3.53810, -2.40304, -1.15024]]
}

{
  "formula": "C18H28BeCl3F9MgN4O15P2",
  "method": "the ωB97M-V functional and the def2-TZVPD basis",
  "orbital_gap_ev": 0.89,
  "homo_ev": -7.1,
  "largest_force_ha_per_bohr": 0.045,
  "elements": ["C", "C", "O", "P", "O", "C", "C", "C", "C", "C", "N", "C", "C", "N", "O", "C", "C", "H", "H", "H", "H", "H", "H", "H", "H", "H", "H", "H", "H", "H", "H", "H", "H", "H", "H", "H", "H", "F", "F", "P", "F", "F", "F", "F", "F", "Mg", "C", "C", "O", "C", "O", "O", "F", "H", "H", "H", "C", "Cl", "Cl", "Cl", "H", "F", "Be", "N", "O", "O", "O", "C", "C", "O", "C", "O", "O", "H", "H", "H", "H", "N", "O", "O", "O"],
  "coordinates": [[-0.15839, -5.25565, -2.28127], [0.50666, -4.38505, -3.30639], [0.23069, -2.95230, -3.13404], [0.95113, -2.11047, -2.06496], [1.75261, -2.95929, -1.07078], [-0.16425, -0.99997, -1.31542], [-1.36830, -1.83788, -0.83044], [-2.71393, -1.44039, -1.33599], [-2.96739, -0.34147, -2.13872], [-4.24253, -0.01383, -2.52056], [-5.25735, -0.77948, -2.09824], [-5.08487, -1.85639, -1.35434], [-3.80508, -2.23751, -0.96025], [-3.66949, -3.42759, -0.25073], [2.11468, -1.26691, -2.81268], [2.79551, -0.41656, -1.84600], [3.03376, 0.99216, -2.27505], [-0.23781, -6.25037, -2.70218], [0.43782, -5.35831, -1.38605], [-1.15850, -4.92116, -2.04456], [0.11009, -4.61902, -4.28211], [1.57458, -4.55068, -3.36809], [0.33632, -0.59456, -0.43849], [-0.40134, -0.17624, -1.97194], [-1.20047, -2.88959, -1.03736], [-1.38922, -1.75077, 0.25542], [-2.17206, 0.29431, -2.47456], [-4.46832, 0.83925, -3.12908], [-6.24650, -0.51795, -2.36167], [-5.94869, -2.41266, -1.04300], [-2.77850, -3.88624, -0.38737], [-4.36865, -4.07346, -0.59727], [3.80515, -0.89332, -1.70026], [2.30914, -0.39956, -0.87417], [3.35555, 1.06420, -3.30282], [2.13682, 1.57759, -2.11795], [3.79417, 1.43621, -1.64624], [-4.35479, -1.66450, 1.01910], [0.38406, 1.53846, 3.01872], [-0.73955, 0.44744, 2.51966], [-0.81180, 0.00342, 4.09858], [-1.84146, 1.59993, 2.93438], [-1.90327, 0.14953, 1.37200], [-0.44902, -1.19599, 2.36327], [0.27979, 0.52010, 1.13501], [3.49449, -2.29579, -0.51464], [-6.94763, -0.01840, 1.92829], [-7.68184, 0.36042, 3.19684], [-8.73672, -0.59745, 3.22203], [-8.30137, -1.70212, 2.57091], [-8.82157, -2.76996, 2.61872], [-7.19105, -1.42805, 1.85300], [-8.19172, 1.60428, 3.12425], [-7.38895, 0.47195, 1.05772], [-5.88059, 0.18595, 1.95888], [-7.09021, 0.26727, 4.10800], [1.40712, 4.47875, 4.41142], [2.57312, 3.32728, 5.06117], [1.49942, 6.01665, 5.27363], [1.66803, 4.71629, 2.68636], [0.41699, 4.06598, 4.55011], [-10.04387, 2.50062, 4.23796], [-7.46917, -0.10335, -3.75232], [6.11129, 4.76622, 4.81061], [5.90128, 4.83644, 6.02161], [6.94799, 3.98688, 4.37864], [5.47844, 5.49068, 4.05122], [8.02540, -0.31731, -4.64158], [6.84837, -1.13187, -4.13281], [6.02102, -0.12267, -3.53295], [6.32701, 1.07603, -4.11376], [5.69533, 2.06362, -3.95462], [7.42430, 0.95982, -4.88088], [8.45967, -0.70947, -5.55587], [8.80948, -0.20151, -3.89282], [6.29044, -1.61039, -4.93918], [7.13175, -1.88128, -3.39796], [6.79631, 7.93176, 6.49147], [6.57378, 7.98767, 7.68812], [7.67999, 7.17647, 6.06992], [6.15662, 8.59107, 5.68337]]
}

{
  "formula": "C18H28Br3F3INO4P",
  "method": "the ωB97M-V functional and the def2-TZVPD basis",
  "orbital_gap_ev": 7.68,
  "homo_ev": -12.0,
  "largest_force_ha_per_bohr": 0.056,
  "charge": 1,
  "elements": ["C", "C", "C", "N", "C", "C", "C", "O", "C", "F", "F", "F", "C", "I", "C", "C", "C", "C", "C", "P", "O", "O", "C", "C", "O", "C", "C", "H", "H", "H", "H", "H", "H", "H", "H", "H", "H", "H", "H", "H", "H", "H", "H", "H", "H", "H", "H", "H", "H", "H", "H", "H", "H", "H", "C", "Br", "Br", "Br", "H"],
  "coordinates": [[-0.28574, 2.50254, 2.85684], [-1.04281, 2.16683, 1.48774], [-1.42808, 0.64638, 1.56871], [-2.47640, 0.22352, 0.58513], [-3.70463, -0.14058, 1.10148], [-4.82938, -0.57770, 0.31696], [-6.23211, -0.95760, 0.92606], [-6.23571, -0.99322, 2.35802], [-5.63825, -2.11289, 2.89026], [-5.22273, -3.03957, 1.98697], [-4.53392, -1.80800, 3.67003], [-6.53998, -2.67066, 3.76414], [-4.63658, -0.62901, -1.15208], [-6.14273, -1.24260, -2.53456], [-3.32838, -0.23128, -1.70464], [-2.25661, 0.18927, -0.78712], [-0.90341, 0.61230, -1.42360], [0.24984, -0.45584, -1.13093], [1.63887, 0.26048, -1.36125], [2.98949, -1.02220, -1.07375], [3.42630, -0.92404, 0.34986], [4.21428, -0.60681, -2.13108], [5.48636, -0.44884, -1.44600], [5.58287, 1.00420, -0.85443], [2.33137, -2.47980, -1.50478], [2.09648, -3.35737, -0.37145], [0.85218, -4.27406, -0.77897], [0.68220, 1.92276, 2.85947], [-0.91961, 2.30072, 3.75353], [0.02925, 3.58465, 2.85537], [-0.28346, 2.39119, 0.68784], [-1.91950, 2.86210, 1.42032], [-1.86140, 0.48632, 2.59715], [-0.53100, -0.02818, 1.52499], [-3.84113, -0.06433, 2.20496], [-6.68013, -1.85809, 0.43148], [-6.90502, -0.09802, 0.63758], [-3.14251, -0.22447, -2.80562], [-1.04459, 0.59415, -2.54231], [-0.59449, 1.66080, -1.18094], [0.12476, -1.27234, -1.89340], [0.16216, -0.94094, -0.12763], [1.71443, 1.08798, -0.61262], [1.68287, 0.62835, -2.42466], [5.71701, -1.25124, -0.70283], [6.28457, -0.52093, -2.24037], [5.74374, 1.73373, -1.69379], [6.39850, 1.06983, -0.08716], [4.62090, 1.31812, -0.33574], [2.96653, -4.04856, -0.26153], [1.79792, -2.83368, 0.56619], [-0.05708, -3.72064, -0.39261], [0.72251, -4.36120, -1.88394], [0.87182, -5.24855, -0.23479], [4.97818, 5.14545, -1.08631], [3.93390, 3.96810, 0.04481], [6.76862, 4.47637, -1.37136], [4.07597, 5.51877, -2.75553], [5.07349, 6.08832, -0.55812]]
}

{
  "formula": "C18H28CoN3O7Sb",
  "method": "the ωB97M-V functional and the def2-TZVPD basis",
  "s2": 0.81,
  "orbital_gap_ev": [8.54, 8.31],
  "homo_ev": [-8.4, -8.1],
  "largest_force_ha_per_bohr": 0.010,
  "e_above_lowest_ev": 0.603,
  "spin_multiplicity": 2,
  "elements": ["Co", "C", "N", "C", "C", "O", "C", "O", "C", "C", "O", "N", "C", "C", "H", "H", "H", "H", "H", "H", "H", "H", "H", "H", "H", "H", "H", "H", "H", "H", "O", "C", "O", "C", "C", "C", "C", "C", "N", "C", "O", "O", "H", "H", "H", "C", "Sb", "C", "C", "H", "H", "H", "H", "H", "H", "H", "H", "H"],
  "coordinates": [[0.52810, -0.70680, -0.04766], [-3.24096, -0.77123, -3.34379], [-3.26522, -0.91116, -1.89457], [-3.93608, -2.09532, -1.38601], [-2.37740, -0.28449, -1.09174], [-2.22595, -0.54111, 0.09032], [-1.54212, 0.82830, -1.73609], [-0.37809, 1.02714, -0.96581], [0.02914, 2.31833, -0.57027], [-0.13754, 2.50959, 0.94428], [-0.88270, 1.79263, 1.58323], [0.59514, 3.50801, 1.49521], [1.54942, 4.33450, 0.77965], [0.68850, 3.58661, 2.94107], [-4.15908, -1.20150, -3.73959], [-2.38843, -1.29831, -3.78319], [-3.22370, 0.27583, -3.64223], [-4.99023, -2.07152, -1.66472], [-3.84647, -2.11476, -0.30519], [-3.47526, -2.99662, -1.79883], [-2.13571, 1.74491, -1.79365], [-1.23689, 0.54349, -2.74433], [-0.52102, 3.08664, -1.12109], [1.08217, 2.40533, -0.83841], [1.32407, 4.38820, -0.28139], [2.56588, 3.95307, 0.90921], [1.49664, 5.35253, 1.16979], [-0.01770, 2.88968, 3.37925], [0.46040, 4.59941, 3.27952], [1.70125, 3.32364, 3.25704], [0.15530, -2.39175, -3.58943], [0.50707, -1.92843, -2.52015], [-0.17813, -1.89460, -1.42077], [1.87061, -1.25106, -2.38760], [2.88319, -1.14302, -3.32308], [4.00258, -0.38554, -2.98502], [4.07891, 0.27009, -1.75806], [3.02467, 0.11471, -0.87682], [1.99954, -0.65239, -1.21332], [2.79805, 0.78785, 0.47558], [3.58273, 1.63101, 0.87385], [1.70916, 0.39827, 1.05745], [2.77962, -1.62887, -4.28290], [4.81537, -0.28846, -3.69318], [4.91776, 0.89541, -1.48706], [-0.77774, -4.00488, 2.32129], [-0.23713, -1.95115, 2.13309], [-1.93140, -1.07654, 3.06233], [1.12908, -1.80567, 3.76092], [-1.12963, -4.19583, 3.33452], [0.07881, -4.64281, 2.10971], [-1.57095, -4.23789, 1.61271], [-1.97467, -1.36900, 4.11108], [-2.82607, -1.40622, 2.53924], [-1.84854, 0.00319, 2.95860], [0.61842, -2.01682, 4.69969], [1.53318, -0.79482, 3.77628], [1.95003, -2.50983, 3.63104]]
}

{
  "formula": "C18H28GdNO4P2",
  "method": "the ωB97M-V functional and the def2-TZVPD basis",
  "s2": 16.04,
  "orbital_gap_ev": [8.30, 5.34],
  "homo_ev": [-14.4, -14.4],
  "largest_force_ha_per_bohr": 0.090,
  "charge": 2,
  "e_above_lowest_ev": 0.000,
  "spin_multiplicity": 8,
  "elements": ["Gd", "P", "C", "C", "N", "C", "C", "C", "C", "C", "P", "H", "H", "H", "H", "H", "H", "H", "H", "O", "H", "H", "O", "H", "C", "H", "H", "H", "C", "H", "H", "H", "C", "H", "H", "H", "C", "H", "H", "H", "O", "C", "O", "C", "C", "C", "C", "C", "C", "H", "H", "H", "H", "H"],
  "coordinates": [[-0.44093, -0.61772, 0.39905], [-0.27377, -0.78369, -2.43487], [1.21518, -1.69967, -1.93962], [2.26289, -0.98664, -1.21469], [1.84705, -0.32285, -0.10210], [2.74587, 0.39620, 0.60302], [4.06855, 0.53429, 0.18536], [4.49664, -0.13556, -0.95688], [3.57250, -0.90972, -1.65442], [2.29760, 1.12080, 1.86577], [0.76150, 0.45568, 2.63749], [3.86522, -1.45929, -2.54700], [4.72617, 1.16714, 0.78320], [5.54435, -0.04683, -1.28254], [3.12430, 1.08126, 2.60468], [2.12091, 2.18154, 1.62652], [0.67022, -2.56360, -1.07798], [1.59065, -2.31000, -2.79092], [-0.86611, -2.75799, 1.42070], [0.05321, -2.81912, 0.14450], [0.74664, -3.34437, 0.58164], [-2.21164, -1.06269, 1.02470], [-1.36121, -2.19083, 1.94792], [-1.71418, -2.42261, 2.79356], [1.49322, -0.79515, 3.75113], [2.11493, -0.28982, 4.50843], [0.69445, -1.34947, 4.26013], [2.11495, -1.49820, 3.18720], [0.35370, 1.79562, 3.79826], [-0.68393, 1.65661, 4.12741], [1.01172, 1.77941, 4.67933], [0.43211, 2.77475, 3.29985], [0.39652, 0.46127, -3.58003], [0.54364, 0.05109, -4.59305], [-0.34172, 1.26929, -3.63009], [1.34441, 0.88042, -3.20982], [-1.07655, -1.94294, -3.58976], [-2.12389, -1.62921, -3.67331], [-0.61954, -1.91469, -4.59026], [-1.05384, -2.97112, -3.20161], [-1.82018, 1.23051, 0.20003], [-2.94314, 0.75543, 0.40121], [-3.00351, -0.62259, 0.77886], [-4.19460, 1.39837, 0.19378], [-5.36015, 0.88581, 0.75099], [-6.56918, 1.54878, 0.55228], [-6.61919, 2.71732, -0.22004], [-5.44292, 3.23786, -0.77215], [-4.22261, 2.59842, -0.55338], [-5.29609, -0.02400, 1.35240], [-7.48130, 1.14464, 0.99954], [-7.57254, 3.21772, -0.39329], [-5.48685, 4.15256, -1.37942], [-3.29494, 3.00966, -0.95486]]
}

{
  "formula": "C18H28N2O",
  "method": "the ωB97M-V functional and the def2-TZVPD basis",
  "smiles": "COc1cccc(N2CCN([C@H]3CCC[C@@H](C)C3)CC2)c1",
  "orbital_gap_ev": 8.39,
  "homo_ev": -7.5,
  "largest_force_ha_per_bohr": 0.010,
  "e_above_lowest_ev": 0.847,
  "elements": ["C", "O", "C", "C", "C", "C", "C", "N", "C", "C", "N", "C", "C", "C", "C", "C", "C", "C", "C", "C", "C", "H", "H", "H", "H", "H", "H", "H", "H", "H", "H", "H", "H", "H", "H", "H", "H", "H", "H", "H", "H", "H", "H", "H", "H", "H", "H", "H", "H"],
  "coordinates": [[-4.83087, -3.32251, 2.66928], [-3.68727, -3.00911, 1.91587], [-3.83868, -2.22819, 0.80209], [-5.04408, -1.70635, 0.35578], [-5.04144, -0.93068, -0.79382], [-3.88155, -0.67078, -1.48696], [-2.65062, -1.17760, -1.04168], [-1.50448, -0.96235, -1.79224], [-0.25620, -1.59945, -1.43639], [0.53848, -0.76542, -0.42503], [0.81140, 0.52882, -1.02230], [1.79132, 1.35992, -0.33690], [1.53988, 1.59058, 1.16052], [2.57223, 2.56813, 1.71293], [3.98679, 2.04212, 1.48876], [4.24920, 1.78190, 0.00469], [5.66009, 1.24201, -0.21275], [3.20444, 0.80385, -0.53421], [-0.43956, 1.19635, -1.32227], [-1.23317, 0.35389, -2.33032], [-2.66006, -1.95897, 0.11203], [-4.48204, -3.94558, 3.49179], [-5.56262, -3.88272, 2.07760], [-5.30619, -2.42291, 3.07480], [-5.97117, -1.89191, 0.87288], [-5.97653, -0.52958, -1.15767], [-3.93397, -0.09139, -2.39502], [0.33573, -1.67972, -2.35450], [-0.44279, -2.60430, -1.06003], [-0.04737, -0.67450, 0.50570], [1.48026, -1.26697, -0.20225], [1.75119, 2.33511, -0.83954], [0.53339, 1.98671, 1.31337], [1.61791, 0.64233, 1.69617], [2.40037, 2.72430, 2.78037], [2.46050, 3.53346, 1.21285], [4.71312, 2.76268, 1.87114], [4.11817, 1.11013, 2.04387], [4.15166, 2.72990, -0.53687], [6.40103, 1.94741, 0.15693], [5.84548, 1.07134, -1.27073], [5.79216, 0.29946, 0.31460], [3.31090, -0.14669, -0.00892], [3.36789, 0.62148, -1.59746], [-1.06469, 1.34255, -0.42182], [-0.22449, 2.17481, -1.75763], [-0.63600, 0.23280, -3.23955], [-2.15836, 0.86790, -2.58161], [-1.75942, -2.38223, 0.52443]]
}